(1)
Computed, not measured: a 6-piece molecular cluster, C25H51Br2FN6O7 overall at a distorted geometry, with the ωB97M-V functional and the def2-TZVPD basis.

Element x y z (Å)
C1 2.1785 0.0748 1.4385
C2 0.8590 0.8796 1.5914
Br1 0.3099 0.6447 3.4570
C3 -0.1984 0.3691 0.5943
Br2 0.6918 0.1809 -1.1781
C4 -1.3885 1.2816 0.3190
C5 -1.0764 2.7934 0.3527
F1 0.0427 3.2146 -0.2070
O1 -1.1764 3.1307 1.6986
C6 -2.1581 2.3945 2.3215
O2 -2.5536 2.5892 3.3730
C7 -2.5770 1.3732 1.2732
C8 -3.4061 0.1597 1.6872
C9 -2.6476 -1.0565 2.2207
C10 -2.4850 -2.2457 1.2223
N1 -2.7626 -1.9046 -0.1620
H1 2.8796 0.5639 0.7784
H2 2.6496 0.0779 2.4148
H3 2.0001 -0.9660 1.1969
H4 1.1362 1.9133 1.4526
H5 -0.4528 -0.6437 0.8721
H6 -1.8039 1.0671 -0.6593
H7 -1.8978 3.2282 -0.2171
H8 -3.2916 1.9534 0.6751
H9 -4.0735 -0.0788 0.8720
H10 -4.0538 0.4981 2.4929
H11 -1.6669 -0.8239 2.6128
H12 -3.2123 -1.4452 3.0618
H13 -3.0806 -3.0807 1.5662
H14 -1.4456 -2.5947 1.2859
H15 -2.0661 -1.2876 -0.5564
H16 -2.9047 -2.7241 -0.7382
C11 -7.3978 -4.2155 -1.3769
N2 -6.0725 -4.3897 -0.8146
C12 -5.8782 -4.1864 0.6111
C13 -5.0158 -4.7308 -1.5697
O3 -3.8796 -4.8928 -1.1552
H17 -7.7425 -3.1953 -1.1985
H18 -8.0927 -4.9147 -0.9074
H19 -7.3813 -4.4001 -2.4490
H20 -5.1510 -3.3897 0.7707
H21 -5.4938 -5.1008 1.0651
H22 -6.8221 -3.9162 1.0777
H23 -5.2709 -4.8548 -2.6368
C14 -1.6167 -0.4453 -4.9742
N3 -2.7290 -0.2181 -4.0622
C15 -3.4847 -1.3570 -3.5734
C16 -3.0817 1.0113 -3.6543
O4 -3.9982 1.2607 -2.8866
H24 -1.9752 -0.9406 -5.8727
H25 -0.8716 -1.0749 -4.4923
H26 -1.1568 0.5024 -5.2492
H27 -4.5325 -1.2554 -3.8636
H28 -3.4365 -1.3937 -2.4864
H29 -3.0772 -2.2763 -3.9898
H30 -2.4455 1.8056 -4.0820
C17 5.2533 4.5712 2.5657
N4 5.2286 3.1205 2.4609
C18 4.6972 2.3416 3.5653
C19 5.6805 2.4688 1.3756
O5 5.6789 1.2570 1.2392
H31 5.8587 4.8663 3.4193
H32 4.2346 4.9441 2.6974
H33 5.6785 5.0115 1.6670
H34 5.4674 1.6649 3.9396
H35 3.8557 1.7447 3.2148
H36 4.3697 3.0025 4.3644
H37 6.0635 3.1462 0.5928
C20 -1.4202 -6.0895 -6.4605
N5 -1.4143 -4.6572 -6.6887
C21 -2.4829 -4.0607 -7.4725
C22 -0.4490 -3.8571 -6.1974
O6 -0.3973 -2.6507 -6.3572
H38 -1.3794 -6.6160 -7.4162
H39 -2.3326 -6.3762 -5.9337
H40 -0.5607 -6.3802 -5.8604
H41 -2.0640 -3.5577 -8.3449
H42 -3.0124 -3.3196 -6.8718
H43 -3.1787 -4.8310 -7.7953
H44 0.3136 -4.4043 -5.6172
C23 9.1981 5.8534 7.0497
N6 8.5013 5.5995 5.8035
C24 8.2756 4.2251 5.3863
C25 8.0545 6.5961 5.0161
O7 7.4662 6.4380 3.9615
H45 10.1977 5.4158 7.0099
H46 8.6463 5.4069 7.8794
H47 9.2881 6.9239 7.2212
H48 8.7469 4.0509 4.4181
H49 7.2052 4.0412 5.2841
H50 8.6922 3.5421 6.1221
H51 8.2748 7.5995 5.4196

Cartesian forces, eV/Å:
C -0.3 0.4 1.2
C 1.3 -1.2 -0.7
Br -0.2 0.2 -0.1
C 0.4 0.8 0.2
Br -0.2 -0.1 0.1
C -0.1 0.3 -0.2
C -2.2 -1.6 -0.6
F 1.6 0.4 0.1
O 0.8 1.6 0.8
C 1.6 -1.9 -4.9
O -1.6 1.1 4.5
C -0.8 -0.4 0.1
C 0.5 0.3 0.8
C -0.4 -0.8 -0.5
C 1.1 0.5 0.0
N -0.9 0.0 0.1
H 0.0 -0.1 -0.5
H 0.3 -0.1 0.1
H 0.0 -0.1 -0.3
H -0.5 0.3 0.1
H -0.2 -0.1 -0.1
H 0.1 -0.3 -0.2
H -0.1 0.6 0.0
H -0.1 0.2 0.0
H 0.0 -0.4 -0.3
H -0.1 0.3 0.1
H -0.1 0.4 0.1
H 0.0 0.0 0.3
H -0.4 -0.2 -0.3
H 0.0 -0.2 0.3
H 0.1 -0.2 -0.1
H 0.3 0.0 0.0
C 0.1 0.0 0.2
N -0.1 0.0 -0.1
C 0.2 0.0 -0.1
C 0.1 0.0 -0.1
O -0.1 0.1 0.0
H -0.1 0.0 -0.1
H -0.1 0.0 -0.1
H 0.1 0.0 0.0
H 0.0 0.0 0.1
H 0.0 0.0 0.1
H 0.0 0.0 -0.1
H 0.0 0.0 0.0
C -0.3 0.1 0.3
N 0.2 0.2 -0.1
C -0.1 0.2 0.0
C 0.0 0.1 0.1
O 0.1 -0.1 0.0
H 0.1 0.0 -0.1
H 0.1 0.0 -0.1
H 0.0 0.0 0.0
H 0.0 -0.1 0.0
H -0.1 -0.1 0.0
H 0.1 0.0 0.0
H 0.0 0.0 0.0
C -0.2 -0.3 0.2
N 0.0 0.2 -0.1
C 0.1 -0.1 -0.2
C 0.0 -0.1 -0.1
O -0.1 0.1 0.1
H 0.0 0.2 -0.1
H 0.0 0.1 0.0
H 0.0 0.0 0.0
H -0.1 -0.1 0.1
H 0.0 0.0 0.2
H 0.0 0.1 -0.1
H 0.0 0.0 0.0
C -0.2 0.2 -0.1
N 0.0 -0.1 0.0
C 0.2 0.1 0.1
C 0.2 0.1 0.1
O 0.0 -0.3 -0.2
H 0.0 -0.1 0.1
H 0.0 -0.1 0.0
H 0.0 0.1 0.0
H -0.1 0.0 0.0
H -0.1 0.0 -0.1
H 0.0 0.0 0.0
H 0.0 0.0 0.0
C -0.1 -0.2 -0.1
N 0.1 0.1 0.1
C -0.1 0.2 -0.2
C 0.0 0.1 -0.1
O 0.1 -0.1 0.1
H 0.0 0.0 0.1
H 0.1 0.0 0.1
H 0.0 0.0 0.0
H 0.0 -0.1 0.0
H 0.0 -0.1 0.0
H 0.0 0.0 0.0
H 0.0 0.0 0.0

The calculation puts the strongest force on any atom at 5.5 eV Å⁻¹. The calculation puts the electronic energy at -7086.29031 hartree.

(2)
Computed, not measured: C6H9N3 as an isolated structure at a distorted geometry, with the ωB97M-V functional and the def2-TZVPD basis.

Element x y z (Å)
C1 -0.0474 2.2028 -0.2477
C2 -1.5136 0.0573 0.4894
C3 -1.4240 -1.3558 -0.1264
C4 0.0931 -1.7043 -0.1999
C5 0.7374 -0.1900 -0.2107
C6 3.3906 -0.0482 0.0349
H1 -0.7226 2.3100 0.7493
H2 -0.2766 2.8768 -1.3285
H3 1.1214 2.3535 0.0346
H4 -1.0657 0.2477 1.7132
H5 -2.8098 0.5501 0.3768
H6 -2.3811 -1.9771 0.2973
H7 -1.7589 -1.5290 -1.1457
H8 0.5440 -1.9096 0.7801
H9 0.0976 -2.5297 -1.0913
N1 -0.3612 0.7396 -0.3037
N2 1.9250 0.4626 0.1477
N3 4.4516 -0.5567 0.0304

Cartesian forces, eV/Å:
C -0.1 0.5 1.3
C -0.7 2.4 0.4
C -2.2 -0.8 1.6
C -0.3 0.4 -0.2
C 1.2 2.5 -0.3
C -3.4 -1.4 0.3
H 1.5 1.7 -2.4
H 0.1 -2.3 3.5
H -3.2 -0.4 -0.7
H -2.0 -1.1 -3.3
H 4.6 -1.2 0.2
H 3.1 0.5 0.2
H -0.1 1.6 -0.5
H -0.3 -1.4 -0.3
H 1.4 2.3 2.3
N 1.6 -1.9 -0.3
N 1.0 -3.3 -1.8
N -2.3 1.7 0.0

As for the energy above the lowest of the compared OMol25 structures with the same formula, charge and spin: 154.99 kcal/mol. The calculation puts the strongest force on any atom at 4.7 eV Å⁻¹. The calculation puts the electronic energy at -398.02845 hartree.